Model P:
A cluster of 6 separate species, H11O5S in total, computed with wB97M-V/def2-TZVPD.

Each line ends with the natural charge from an NBO analysis.
Atoms and positions in Å:
1 S 1.487 -1.100 1.796  -1.01
2 H 1.885 -1.890 0.819  0.06
3 H -0.612 -0.453 -0.480  0.49
4 H -1.334 -0.631 0.755  0.49
5 O -1.487 -0.076 -0.055  -0.98
6 H -1.449 2.500 1.678  0.48
7 H -1.685 3.464 0.610  0.46
8 O -1.421 3.445 1.516  -0.94
9 H 1.076 1.994 0.961  0.47
10 H 2.212 1.045 0.706  0.50
11 O 1.997 2.036 0.679  -0.99
12 H 1.494 -0.402 -1.759  0.50
13 H 0.964 -1.741 -0.949  0.49
14 O 0.874 -1.186 -1.689  -0.98
15 H -0.843 -2.983 -1.677  0.45
16 H -1.470 -1.682 -1.129  0.47
17 O -1.689 -2.340 -1.779  -0.94

The LUMO energy comes out at 3.43 eV. The calculation puts the HOMO-LUMO gap at 7.43 eV. Its charge is -1.


Model Q:
A cluster of 6 separate species, H11O5S in total, computed with wB97M-V/def2-TZVPD.

Each line ends with the natural charge from an NBO analysis.
Atoms and positions in Å:
1 S -0.331 1.950 -0.303  -1.07
2 H -1.174 2.955 -0.590  0.12
3 H -2.514 2.257 1.753  0.48
4 H -3.198 1.851 0.507  0.48
5 O -3.382 2.316 1.332  -0.97
6 H 4.077 -0.319 0.178  0.47
7 H 4.122 -0.048 -1.344  0.50
8 O 4.560 -0.525 -0.624  -0.97
9 H 0.223 -1.391 1.505  0.46
10 H -0.687 -0.284 1.012  0.51
11 O -0.668 -1.239 1.180  -0.98
12 H 1.498 1.057 -1.301  0.51
13 H 1.945 -0.392 -1.489  0.46
14 O 2.125 0.501 -1.810  -1.00
15 H -1.478 -3.975 0.183  0.48
16 H -2.679 -4.277 0.968  0.47
17 O -2.018 -4.743 0.436  -0.95

The LUMO energy comes out at 3.18 eV. The calculation puts the HOMO-LUMO gap at 7.16 eV. Its charge is -1.


model Q comes first in stability; the runner-up is 0.959 eV higher.


Model P:
A cluster of 8 separate species, C34H58N2O6 in total, computed with wB97M-V/def2-TZVPD.

Each line ends with the Mulliken charge.
Atoms and positions in Å:
1 C 1.794 0.684 5.869  -0.56
2 C 2.399 -0.293 6.651  -0.35
3 C 2.874 -1.457 6.038  -0.33
4 N 2.742 -1.710 4.729  -0.56
5 C 2.104 -0.785 4.016  -0.14
6 C 1.604 0.395 4.522  0.04
7 H 1.407 1.611 6.270  0.42
8 H 2.671 -0.152 7.689  0.35
9 H 3.514 -2.169 6.544  0.40
10 H 1.982 -1.061 2.972  0.51
11 H 1.190 1.162 3.879  0.29
12 C -0.415 -1.157 -1.165  0.06
13 C -0.083 -1.655 0.091  -0.01
14 C -0.474 -0.833 1.135  -0.84
15 N -1.057 0.353 1.004  -0.44
16 C -1.438 0.741 -0.200  -0.61
17 C -1.135 0.026 -1.351  -0.87
18 H -0.274 -1.726 -2.079  0.42
19 H 0.563 -2.516 0.176  0.60
20 H -0.077 -1.002 2.135  0.38
21 H -1.931 1.707 -0.286  0.62
22 H -1.327 0.256 -2.389  0.62
23 C 4.906 -0.457 -0.529  -0.62
24 C 3.547 -0.737 0.036  0.33
25 C 2.752 0.555 -0.227  1.37
26 O 3.646 1.434 -0.881  -0.39
27 C 4.970 1.072 -0.504  -0.57
28 H 5.035 -0.710 -1.584  0.21
29 H 5.732 -0.887 0.041  0.39
30 H 3.623 -1.042 1.085  0.14
31 H 3.090 -1.626 -0.410  -0.30
32 H 2.312 0.978 0.688  -0.47
33 H 1.860 0.370 -0.832  -0.72
34 H 5.262 1.418 0.495  0.26
35 H 5.706 1.432 -1.218  0.38
36 C -3.777 -4.419 2.475  -0.46
37 C -4.207 -5.649 1.711  -0.54
38 C -4.058 -5.196 0.228  -0.50
39 O -3.329 -3.962 0.237  -0.38
40 C -2.741 -3.824 1.527  -0.02
41 H -3.317 -4.616 3.444  0.36
42 H -4.551 -3.656 2.550  0.24
43 H -5.239 -5.964 1.852  0.32
44 H -3.574 -6.521 1.884  0.25
45 H -5.073 -4.992 -0.124  0.25
46 H -3.625 -5.901 -0.480  0.29
47 H -2.558 -2.754 1.646  0.02
48 H -1.754 -4.308 1.559  0.18
49 C 0.359 4.550 -4.921  -0.58
50 C 1.349 3.476 -4.435  -0.60
51 C 0.467 2.686 -3.491  0.20
52 O -0.793 2.577 -4.152  -0.41
53 C -0.911 3.683 -5.033  -0.55
54 H 0.740 4.929 -5.865  0.37
55 H 0.230 5.286 -4.130  0.25
56 H 2.207 3.906 -3.916  0.37
57 H 1.710 2.818 -5.228  0.33
58 H 0.412 3.238 -2.542  -0.21
59 H 0.841 1.696 -3.223  0.21
60 H -1.829 4.254 -4.870  0.31
61 H -0.984 3.378 -6.086  0.28
62 C 3.947 -5.128 -3.211  -0.55
63 C 2.996 -4.635 -2.108  -0.42
64 C 2.122 -3.597 -2.830  0.46
65 O 3.014 -3.014 -3.772  -0.39
66 C 3.766 -4.112 -4.322  -0.40
67 H 3.709 -6.127 -3.577  0.23
68 H 5.003 -5.146 -2.940  0.30
69 H 3.580 -4.129 -1.343  0.23
70 H 2.406 -5.484 -1.765  0.37
71 H 1.674 -2.902 -2.116  -0.72
72 H 1.242 -3.954 -3.385  0.36
73 H 4.668 -3.604 -4.671  0.24
74 H 3.241 -4.453 -5.222  0.27
75 C -5.459 1.087 1.567  -0.37
76 C -5.194 2.302 0.710  -0.26
77 C -5.888 1.853 -0.578  -0.35
78 O -7.069 1.152 -0.145  -0.42
79 C -6.953 0.840 1.245  -0.45
80 H -5.297 1.314 2.622  0.38
81 H -4.830 0.259 1.238  0.08
82 H -4.126 2.432 0.518  -0.02
83 H -5.578 3.230 1.133  0.32
84 H -5.228 1.141 -1.080  0.21
85 H -6.204 2.653 -1.243  0.31
86 H -7.221 -0.182 1.492  0.32
87 H -7.472 1.576 1.863  0.29
88 C 0.706 3.618 1.777  0.10
89 C 1.151 4.926 2.425  -0.68
90 C 0.445 5.911 1.486  -0.50
91 O 0.542 5.293 0.218  -0.48
92 C 0.812 3.915 0.266  0.36
93 H -0.325 3.384 2.061  0.25
94 H 1.273 2.717 2.030  -0.17
95 H 2.237 4.983 2.346  0.29
96 H 0.839 5.031 3.463  0.36
97 H 0.936 6.886 1.470  0.30
98 H -0.606 6.117 1.710  0.28
99 H 1.852 3.662 0.003  0.20
100 H 0.218 3.250 -0.364  -0.30

Its structure (SMILES) is c1ccncc1.c1ccncc1.C1CCOC1.C1CCOC1.C1CCOC1.C1CCOC1.C1CCOC1.C1CCOC1. The LUMO energy comes out at 0.64 eV. The calculation puts the HOMO-LUMO gap at 9.99 eV.


Model Q:
A cluster of 8 separate species, C34H58N2O6 in total, computed with wB97M-V/def2-TZVPD.

Each line ends with the Mulliken charge.
Atoms and positions in Å:
1 C 2.294 -1.222 -3.720  -0.35
2 C 3.184 -0.197 -3.958  -0.13
3 C 4.482 -0.315 -3.470  -0.49
4 N 4.902 -1.332 -2.732  -0.59
5 C 4.008 -2.259 -2.422  -0.33
6 C 2.706 -2.274 -2.931  -0.32
7 H 1.285 -1.278 -4.113  0.64
8 H 2.982 0.658 -4.589  0.46
9 H 5.213 0.455 -3.694  0.37
10 H 4.308 -3.048 -1.738  0.36
11 H 2.058 -3.103 -2.682  0.37
12 C 4.208 0.644 0.230  0.28
13 C 4.918 0.081 1.276  -0.51
14 C 5.267 0.865 2.366  -0.34
15 N 4.944 2.145 2.464  -0.58
16 C 4.327 2.702 1.430  -0.49
17 C 3.917 1.999 0.311  -0.32
18 H 3.843 0.054 -0.601  0.46
19 H 5.133 -0.981 1.286  0.41
20 H 5.859 0.425 3.162  0.38
21 H 4.117 3.764 1.520  0.35
22 H 3.418 2.503 -0.508  0.37
23 C -2.274 -0.285 -6.312  -0.65
24 C -2.328 -0.031 -4.789  0.57
25 C -3.204 -1.177 -4.259  -0.37
26 O -3.144 -2.206 -5.227  -0.42
27 C -3.108 -1.561 -6.493  -0.46
28 H -1.253 -0.397 -6.666  0.33
29 H -2.781 0.521 -6.838  0.26
30 H -2.721 0.954 -4.538  0.35
31 H -1.358 -0.089 -4.292  -0.55
32 H -4.245 -0.884 -4.052  0.21
33 H -2.859 -1.599 -3.311  0.15
34 H -4.134 -1.297 -6.785  0.27
35 H -2.737 -2.278 -7.222  0.32
36 C 1.982 1.948 5.650  -0.73
37 C 2.651 0.962 4.704  0.62
38 C 1.726 -0.246 4.747  -0.14
39 O 1.227 -0.289 6.070  -0.44
40 C 1.033 1.061 6.494  -0.52
41 H 1.430 2.741 5.152  0.29
42 H 2.691 2.418 6.332  0.27
43 H 3.634 0.617 5.024  0.29
44 H 2.751 1.367 3.699  -0.49
45 H 2.155 -1.197 4.432  0.48
46 H 0.854 -0.117 4.078  -0.28
47 H 1.209 1.097 7.566  0.37
48 H -0.012 1.325 6.286  0.24
49 C 1.851 3.431 -3.995  0.01
50 C 0.431 2.818 -4.039  0.79
51 C -0.441 4.028 -3.767  -0.55
52 O 0.207 5.083 -4.468  -0.41
53 C 1.603 4.947 -4.240  -0.56
54 H 2.614 2.937 -4.586  0.42
55 H 2.149 3.373 -2.942  -0.33
56 H 0.388 2.023 -3.295  -0.65
57 H 0.189 2.434 -5.029  0.16
58 H -0.602 4.274 -2.710  0.30
59 H -1.427 3.953 -4.230  0.28
60 H 1.850 5.503 -3.332  0.29
61 H 2.149 5.315 -5.105  0.31
62 C -5.243 -0.644 1.476  -0.35
63 C -4.701 -0.851 0.039  -0.43
64 C -4.257 -2.323 0.077  -0.26
65 O -4.655 -2.854 1.340  -0.46
66 C -5.672 -2.032 1.887  -0.46
67 H -6.060 0.064 1.622  0.40
68 H -4.385 -0.292 2.053  0.05
69 H -3.881 -0.169 -0.179  0.17
70 H -5.507 -0.615 -0.658  0.33
71 H -3.178 -2.446 -0.031  0.17
72 H -4.719 -2.919 -0.718  0.29
73 H -5.641 -2.162 2.974  0.27
74 H -6.657 -2.409 1.586  0.28
75 C 0.075 0.668 1.011  -0.44
76 C 0.317 1.046 -0.469  0.36
77 C -0.018 -0.257 -1.161  0.55
78 O 0.522 -1.259 -0.334  -0.48
79 C 0.204 -0.863 1.001  0.73
80 H -0.913 1.026 1.295  0.40
81 H 0.819 1.203 1.602  0.01
82 H 1.347 1.317 -0.702  -0.47
83 H -0.321 1.834 -0.878  0.33
84 H 0.385 -0.327 -2.173  -0.31
85 H -1.105 -0.384 -1.324  -0.47
86 H 0.990 -1.197 1.674  0.37
87 H -0.772 -1.282 1.250  -0.66
88 C -2.573 -2.025 4.659  -0.50
89 C -1.333 -2.358 3.878  0.79
90 C -0.878 -3.611 4.646  -0.60
91 O -1.294 -3.448 5.994  -0.42
92 C -2.143 -2.295 6.096  -0.37
93 H -3.430 -2.657 4.412  0.14
94 H -2.961 -0.999 4.654  0.33
95 H -0.609 -1.546 3.963  -0.60
96 H -1.523 -2.487 2.815  0.17
97 H 0.193 -3.798 4.582  0.29
98 H -1.403 -4.468 4.205  0.32
99 H -1.547 -1.465 6.491  0.12
100 H -2.997 -2.476 6.748  0.36

Its structure (SMILES) is c1ccncc1.c1ccncc1.C1CCOC1.C1CCOC1.C1CCOC1.C1CCOC1.C1CCOC1.C1CCOC1. The LUMO energy comes out at 0.39 eV. The calculation puts the HOMO-LUMO gap at 9.60 eV.


model Q comes first in stability; the runner-up is 0.736 eV higher.


Model P:
A cluster of 2 separate species, C3H4BrF in total, computed with wB97M-V/def2-TZVPD.

Each line ends with the natural charge from an NBO analysis.
Atoms and positions in Å:
1 Br 1.902 0.569 1.511  0.15
2 C 0.562 0.811 0.306  -0.12
3 C -0.701 0.884 -0.059  -0.18
4 C 0.236 0.537 -1.170  -0.42
5 H -1.575 1.319 0.140  0.21
6 H 0.367 -0.403 -1.671  0.19
7 H 0.500 1.329 -1.835  0.17
8 F -0.601 -2.223 1.028  -0.56
9 H -0.690 -2.822 1.750  0.56

Its structure (SMILES) is BrC1=CC1.F. The LUMO energy comes out at 0.67 eV. The calculation puts the HOMO-LUMO gap at 9.58 eV.


Model Q:
An isolated molecule of C3H4BrF, computed with wB97M-V/def2-TZVPD.

Each line ends with the natural charge from an NBO analysis.
Atoms and positions in Å:
1 C 1.085 -0.170 -0.881  -0.46
2 C 0.267 0.445 -0.103  0.36
3 F 0.284 1.796 0.013  -0.33
4 C -0.661 -0.187 0.821  -0.47
5 Br -2.492 -0.222 -0.059  -0.03
6 H 1.550 0.225 -1.750  0.22
7 H 1.114 -1.260 -0.931  0.21
8 H -0.241 -1.163 1.176  0.25
9 H -0.904 0.537 1.714  0.25

Its structure (SMILES) is C=C(F)CBr. The LUMO energy comes out at 0.37 eV. The calculation puts the HOMO-LUMO gap at 10.44 eV.


model Q comes first in stability; the runner-up is 2.057 eV higher.


Model P:
An isolated molecule of C3H4BrF, computed with wB97M-V/def2-TZVPD.

Each line ends with the natural charge from an NBO analysis.
Atoms and positions in Å:
1 C -0.478 -1.035 0.350  -0.46
2 C -0.307 0.210 0.110  0.39
3 F -1.514 1.242 0.402  -0.43
4 C 0.815 0.975 -0.444  -0.52
5 Br 2.394 0.000 0.056  0.01
6 H -1.288 -1.357 0.955  0.24
7 H 0.360 -1.789 0.218  0.25
8 H 0.938 1.169 -1.604  0.26
9 H 0.963 1.859 0.097  0.25

Its structure (SMILES) is C=C(F)CBr. The LUMO energy comes out at 0.65 eV. The calculation puts the HOMO-LUMO gap at 11.07 eV.


Model Q:
A cluster of 2 separate species, C3H4BrF in total, computed with wB97M-V/def2-TZVPD.

Each line ends with the natural charge from an NBO analysis.
Atoms and positions in Å:
1 C -1.430 -0.220 0.763  -0.60
2 C -0.575 -0.760 0.006  0.45
3 C 1.304 0.820 -0.677  -0.49
4 F -0.283 -2.117 -0.085  -0.36
5 Br 2.771 0.034 0.122  0.12
6 H -2.339 -0.726 1.121  0.23
7 H -1.339 0.809 0.800  0.23
8 H 0.835 0.288 -1.530  0.22
9 H 1.056 1.872 -0.520  0.21

The LUMO energy (alpha / beta) comes out at -0.28 / -0.45 eV. The calculation puts the HOMO-LUMO gap (alpha / beta) at 8.98 / 8.20 eV.


model P comes first in stability; the runner-up is 3.377 eV higher.


Model P:
A cluster of 5 separate species, H9O4S in total, computed with wB97M-V/def2-TZVPD.

Each line ends with the natural charge from an NBO analysis.
Atoms and positions in Å:
1 S 1.101 1.066 1.551  -1.05
2 H 0.159 1.512 2.347  0.09
3 H -0.492 1.922 -0.833  0.47
4 H 0.087 0.758 -1.662  0.49
5 O -0.843 1.306 -1.445  -1.05
6 H 0.579 -1.181 1.343  0.51
7 H -0.256 -2.437 1.245  0.46
8 O 0.342 -1.880 0.741  -1.00
9 H -1.942 0.482 0.840  0.46
10 H -1.407 -0.313 -0.346  0.49
11 O -1.459 -0.385 0.600  -0.96
12 H 1.002 -0.835 -1.024  0.53
13 H 1.972 0.251 -1.576  0.49
14 O 1.158 -0.266 -1.782  -0.94

The LUMO energy comes out at 3.88 eV. The calculation puts the HOMO-LUMO gap at 6.81 eV. Its charge is -1.


Model Q:
A cluster of 5 separate species, H9O4S in total, computed with wB97M-V/def2-TZVPD.

Each line ends with the natural charge from an NBO analysis.
Atoms and positions in Å:
1 S 0.629 -2.128 1.525  -1.06
2 H 0.275 -1.379 2.580  0.10
3 H -2.286 -0.682 -0.496  0.46
4 H -1.501 -0.561 0.837  0.50
5 O -2.359 -0.780 0.447  -0.97
6 H 2.112 -1.153 -0.481  0.49
7 H 1.558 -0.134 0.328  0.49
8 O 2.126 -0.178 -0.464  -1.01
9 H -0.057 1.072 -2.348  0.47
10 H -0.076 -0.230 -1.486  0.51
11 O -0.637 0.419 -1.943  -0.98
12 H 0.811 1.793 0.585  0.46
13 H -0.492 2.106 0.035  0.47
14 O -0.102 1.836 0.881  -0.93

The LUMO energy comes out at 3.33 eV. The calculation puts the HOMO-LUMO gap at 6.55 eV. Its charge is -1.


model Q comes first in stability; the runner-up is 0.733 eV higher.


Model P:
A structure of composition C4H16FeIN4S4, computed with wB97M-V/def2-TZVPD.

Each line ends with the natural charge from an NBO analysis.
Atoms and positions in Å:
1 Fe 0.481 -0.400 -0.844  0.66
2 N 0.297 1.311 0.274  -0.87
3 C -0.596 1.158 1.424  -0.23
4 C -0.480 -0.283 1.904  -0.23
5 N -0.569 -1.216 0.771  -0.61
6 C -1.923 -1.540 0.296  -0.24
7 C -2.443 -0.508 -0.702  -0.23
8 N -1.380 -0.174 -1.659  -0.80
9 H 0.088 2.133 -0.284  0.40
10 H 1.246 1.503 0.647  0.42
11 H -0.331 1.837 2.240  0.21
12 H -1.624 1.383 1.136  0.17
13 H 0.508 -0.415 2.351  0.21
14 H -1.234 -0.503 2.670  0.18
15 H -0.100 -2.087 0.993  0.40
16 H -1.840 -2.497 -0.218  0.24
17 H -2.630 -1.648 1.129  0.18
18 H -3.333 -0.914 -1.193  0.19
19 H -2.752 0.407 -0.199  0.19
20 H -1.364 -0.819 -2.444  0.41
21 H -1.471 0.767 -2.027  0.39
22 S 2.943 2.620 1.257  -0.72
23 S 2.922 3.300 -0.707  -0.12
24 S 3.150 1.737 -2.040  -0.11
25 S 1.319 0.940 -2.593  -0.53
26 I 0.596 -2.883 -1.958  -0.70
27 N 2.355 -0.754 -0.108  -1.02
28 H 2.763 -0.019 0.482  0.41
29 H 2.934 -0.779 -0.943  0.41
30 H 2.468 -1.655 0.347  0.37

The LUMO energy comes out at 2.57 eV. The calculation puts the HOMO-LUMO gap at 5.95 eV. Its charge is -1.


Model Q:
A structure of composition C4H16FeIN4S4, computed with wB97M-V/def2-TZVPD.

Each line ends with the natural charge from an NBO analysis.
Atoms and positions in Å:
1 Fe -0.513 -1.010 -0.525  0.77
2 N 1.257 -0.315 -1.414  -0.82
3 C 1.427 1.130 -1.263  -0.22
4 C 1.320 1.406 0.238  -0.25
5 N 0.160 0.715 0.805  -0.68
6 C -1.013 1.567 0.992  -0.24
7 C -1.666 1.826 -0.357  -0.22
8 N -1.899 0.538 -1.019  -0.82
9 H 1.390 -0.651 -2.362  0.40
10 H 1.930 -0.773 -0.801  0.38
11 H 2.387 1.495 -1.646  0.18
12 H 0.635 1.623 -1.827  0.18
13 H 2.208 0.998 0.727  0.24
14 H 1.282 2.484 0.433  0.18
15 H 0.403 0.242 1.675  0.45
16 H -1.698 1.035 1.652  0.24
17 H -0.752 2.528 1.458  0.17
18 H -2.576 2.425 -0.252  0.18
19 H -0.978 2.400 -0.980  0.18
20 H -2.707 0.083 -0.601  0.39
21 H -2.088 0.616 -2.012  0.39
22 S -2.034 -1.675 1.240  -0.58
23 S -0.877 -2.556 2.726  -0.10
24 S 0.483 -1.218 3.512  -0.12
25 S 2.270 -1.248 2.447  -0.75
26 I -1.200 -2.159 -2.853  -0.70
27 N 0.594 -2.643 -0.069  -1.05
28 H 1.341 -2.484 0.617  0.42
29 H 0.961 -3.079 -0.908  0.37
30 H -0.046 -3.300 0.366  0.40

The LUMO energy (alpha / beta) comes out at 2.62 / 2.62 eV. The calculation puts the HOMO-LUMO gap (alpha / beta) at 6.19 / 6.19 eV. Its charge is -1.


model P comes first in stability; the runner-up is 0.308 eV higher.